No. 1
DFT (ωB97M-V/def2-TZVPD) results for an isolated molecule of H8S2Si3.

```
13
Properties=species:S:1:pos:R:3
Si 0.6286 2.8831 0.3521
S -0.1230 1.1086 -0.4378
Si 0.8104 -0.9180 1.0544
S -0.3409 -2.6058 0.4925
Si -1.3698 -2.1979 -1.4533
H -0.0900 4.0433 0.1722
H 2.0032 2.6385 0.1063
H 0.4630 2.7324 1.8733
H 0.2539 -0.1995 2.3129
H 2.2299 -0.7564 0.7715
H -2.5430 -3.0314 -1.2719
H -1.2713 -0.6985 -1.3827
H -0.6510 -2.9985 -2.5895
```

- energy relative to the best compared isomer or geometry (same formula, charge and spin) (kJ/mol) = 162.6
- multiplicity = 1
- HOMO-LUMO gap (eV) = 8.106
- SMILES = [SiH3]S[SiH2]S[SiH3]
- E (eV) = -45432.131

***

No. 2
DFT (ωB97M-V/def2-TZVPD) results for a structure of composition C16H33Cl3IN4O4P.

```
62
Properties=species:S:1:pos:R:3
C 2.1065 1.8506 -1.1396
C 0.6391 2.0655 -1.9130
C 0.5429 3.6655 -2.2392
C -1.0235 4.2223 -2.4228
N -1.8458 3.6928 -1.2786
C -3.0212 4.5515 -0.9073
Cl -2.5028 5.2397 0.7589
O -3.3485 5.7766 -1.6453
C -4.6158 6.2029 -0.9631
O -5.0595 7.4653 -1.0557
O -5.2008 5.0648 -0.1790
C -4.5448 3.9061 -0.8718
I -5.1917 4.3220 -2.9654
C -4.7744 2.4017 -0.2691
Cl -3.4951 1.8698 0.9821
C -4.9286 1.2131 -1.3854
C -6.5204 0.7721 -1.5283
Cl -4.0423 -0.2935 -0.6643
H 2.5788 0.7995 -1.3373
H 2.8618 2.6629 -1.5805
H 2.0120 2.1226 0.0147
H 0.7136 1.4068 -2.9034
H -0.1938 1.6401 -1.2112
H 0.9578 4.2672 -1.2966
H 1.1607 3.9954 -3.1769
H -1.4139 3.7239 -3.4302
H -0.9209 5.3862 -2.4848
H -1.2842 3.4627 -0.4291
H -5.8068 2.4350 0.3274
H -4.3988 1.4131 -2.4091
H -7.1951 1.7500 -1.4840
H -6.8434 0.0160 -0.6662
H -6.7427 0.1835 -2.5424
O 1.9624 -1.7706 0.0999
P 2.9201 -2.6765 0.9121
N 2.3681 -4.0991 0.1271
C 2.2241 -5.4278 0.6966
C 2.8949 -4.2394 -1.2290
N 2.0129 -2.3983 2.3538
C 0.7246 -3.0544 2.5611
C 1.8427 -0.9687 2.6633
N 4.0211 -3.7178 1.8458
C 3.8997 -4.0141 3.2722
C 5.4022 -3.2913 1.5831
H 3.1838 -5.9455 0.8071
H 1.5840 -6.0531 0.0626
H 1.7361 -5.4271 1.6771
H 3.9367 -4.5744 -1.2134
H 2.8617 -3.2864 -1.7729
H 2.3057 -4.9512 -1.8205
H 0.0837 -3.0044 1.6766
H 0.1773 -2.6153 3.4059
H 0.8571 -4.0944 2.8469
H 1.0288 -0.5196 2.0757
H 2.7585 -0.4115 2.4512
H 1.6144 -0.8231 3.7249
H 3.9622 -3.1149 3.8939
H 4.7003 -4.6922 3.5940
H 2.9736 -4.5485 3.4973
H 5.6127 -2.3293 2.0650
H 5.5642 -3.1720 0.5067
H 6.1280 -4.0326 1.9325
```

- multiplicity = 1
- HOMO-LUMO gap (eV) = 6.817
- E (eV) = -86223.937

***

No. 3
DFT (ωB97M-V/def2-TZVPD) results for a cluster of 2 separate species, C3H8N3 in total.

```
14
Properties=species:S:1:pos:R:3
C -0.7423 -1.0283 -0.6497
C -0.3638 0.4102 -0.7421
C 1.4223 -0.7984 0.6371
N -2.0944 4.2482 -1.4904
N -1.4945 3.6038 -0.7767
N 0.0147 -0.3174 0.4075
H -1.7196 -1.3556 -0.3236
H -0.1026 -1.7794 -1.0883
H 0.2792 0.7147 -1.5953
H 2.0401 -0.5335 -0.1999
H 1.9267 -0.2401 1.3999
H 1.4786 -1.8089 0.9758
H -2.4094 5.1719 -1.7591
H -0.4215 -0.1509 1.2410
```

- energy relative to the best compared isomer or geometry (same formula, charge and spin) (kJ/mol) = 703.0
- net charge = +1
- multiplicity = 1
- HOMO-LUMO gap (alpha / beta) (eV) = 11.725 / 4.539
- E (eV) = -7697.992

***

No. 4
DFT (ωB97M-V/def2-TZVPD) results for a cluster of 7 separate species, C13H32O9 in total.

```
54
Properties=species:S:1:pos:R:3
O 1.3898 -2.4342 3.5778
C 1.4002 -2.7860 2.4069
C 1.0526 -2.0026 1.1734
C 1.0573 -3.0611 0.0312
C 1.8785 -4.2521 0.7255
O 1.9143 -3.9730 2.0881
H 0.1233 -1.4459 1.2882
H 1.8863 -1.3383 1.0282
H 0.0415 -3.4694 -0.1182
H 1.4086 -2.6728 -0.9024
H 1.3590 -5.1444 0.5631
H 2.9039 -4.3704 0.2655
O -1.5131 4.1026 0.5153
C -0.7116 4.0156 1.3875
C -0.0660 2.7140 1.8850
C 1.2561 3.3056 2.4819
C 0.7737 4.6717 2.9966
O -0.2936 5.0818 2.1240
H -0.6525 2.1646 2.6269
H 0.0993 2.0981 1.0307
H 1.5234 2.6026 3.3204
H 2.0729 3.3502 1.7877
H 0.3184 4.6589 4.0223
H 1.5257 5.5030 2.8665
C 1.3145 3.5036 -1.8806
O 1.6942 2.1878 -1.5122
H 0.7397 4.0966 -1.0640
H 2.1932 4.0576 -2.1646
H 0.5394 3.4163 -2.7306
H 0.8775 1.6847 -1.2182
C 1.0951 -0.8890 -4.0515
O 0.2129 -1.3617 -3.0196
H 1.3972 -1.6300 -4.7770
H 0.6387 -0.0211 -4.5606
H 1.9769 -0.5009 -3.5643
H -0.4646 -1.8710 -3.5160
C -2.9682 -4.2730 -3.4671
O -1.8871 -3.5941 -4.0672
H -3.5609 -4.8672 -4.1171
H -2.5675 -4.9749 -2.7776
H -3.6922 -3.6011 -2.9532
H -1.9760 -3.6562 -5.0023
C -1.5929 -0.1174 4.4100
O -0.5832 -0.2853 3.3798
H -2.4366 0.3840 3.8845
H -1.9433 -1.0947 4.7043
H -1.2042 0.4716 5.2457
H 0.1588 -0.7582 3.7981
C -1.7318 1.3113 -1.2624
O -0.4105 0.6921 -1.2791
H -2.2519 0.8408 -0.4396
H -1.6601 2.3569 -1.0138
H -2.3089 1.1366 -2.1975
H -0.3462 0.0373 -1.9582
```

- energy relative to the best compared isomer or geometry (same formula, charge and spin) (kJ/mol) = 52.9
- multiplicity = 1
- HOMO-LUMO gap (eV) = 9.451
- SMILES = O=C1CCCO1.O=C1CCCO1.CO.CO.CO.CO.CO
- E (eV) = -32425.286

***

No. 5
DFT (ωB97M-V/def2-TZVPD) results for a cluster of 4 separate species, C7H23FO7S5Si in total.

```
44
Properties=species:S:1:pos:R:3
O -1.7529 -3.3987 2.7378
S -2.0972 -3.6704 1.3749
O -2.7972 -4.8537 0.9941
F -3.0659 -2.4649 0.9646
Si -0.2892 -3.3320 0.1148
S -1.0043 -2.8675 -1.8040
C 0.7162 -1.9615 0.9166
O 1.8815 -2.4502 1.5798
O 2.7109 -2.9270 0.5076
H 0.3534 -4.6527 0.2322
H 0.2545 -2.8104 -2.2766
H 0.9905 -1.2171 0.1613
H 0.1506 -1.4545 1.7039
H 2.8831 -3.8459 0.7582
C 4.7388 1.2530 -0.0216
S 3.6890 0.1724 0.9606
O 2.3400 0.8045 0.9696
C 4.4277 0.5728 2.5494
H 4.3907 1.1805 -1.0503
H 4.6375 2.2768 0.3377
H 5.7727 0.9139 0.0443
H 4.3546 1.6469 2.7176
H 5.4664 0.2426 2.5613
H 3.8600 0.0334 3.3050
C 0.6244 1.7497 -3.8652
S 0.9955 1.2123 -2.1887
O 0.8080 -0.2680 -2.1843
C -0.4813 1.8981 -1.4389
H 1.4130 1.3657 -4.5096
H -0.3403 1.3418 -4.1658
H 0.6165 2.8392 -3.9006
H -1.3728 1.4944 -1.9167
H -0.4520 2.9860 -1.5129
H -0.4621 1.6010 -0.3916
C -3.2907 2.1038 1.2155
S -3.9814 0.7664 0.2311
O -3.5262 0.9813 -1.1687
C -5.6821 1.3414 0.3049
H -2.2136 1.9559 1.2590
H -3.5214 3.0563 0.7384
H -3.7049 2.0585 2.2225
H -5.7358 2.3481 -0.1090
H -6.0275 1.3214 1.3383
H -6.2764 0.6566 -0.2962
```

- multiplicity = 1
- HOMO-LUMO gap (eV) = 9.275
- E (eV) = -86731.159

***

No. 6
DFT (ωB97M-V/def2-TZVPD) results for a cluster of 4 separate species, C25H57ClN7O6 in total.

```
96
Properties=species:S:1:pos:R:3
N 3.4642 -5.0412 -1.7794
C 3.5932 -3.8132 -0.9869
N 4.9387 -3.2292 -1.0708
N 3.2895 -4.1632 0.4338
C 2.4677 -2.7286 -1.3899
C 1.0923 -3.4267 -1.2292
C 0.3586 -3.2670 0.0394
C -0.9102 -3.9579 0.1480
N -1.4158 -4.7230 -0.8740
C -0.7644 -4.9101 -2.0779
C 0.4968 -4.2521 -2.3008
Cl 1.2452 -4.4964 -3.8982
H 3.7660 -5.8676 -1.2682
H 3.9148 -4.9644 -2.6908
H 5.2853 -3.4071 -2.0167
H 4.8820 -2.2269 -0.8785
H 4.1891 -4.3628 0.8832
H 2.7350 -5.0281 0.4418
H 2.6469 -2.3408 -2.4241
H 2.5371 -1.8480 -0.6903
H 0.7567 -2.6494 0.8745
H -1.4976 -3.8320 1.0815
H -2.3153 -5.2054 -0.7878
H -1.1853 -5.5543 -2.8811
C 8.6688 3.2259 -1.1166
O 8.0130 3.4320 0.1231
C 6.9894 4.4244 0.0759
C 5.6073 3.7912 0.1778
N 5.2652 3.0497 -1.0331
C 4.1098 2.1625 -0.8922
C 4.1655 1.0555 0.1678
O 5.0928 0.0128 -0.1155
C 6.4430 0.3099 0.2128
H 9.5535 2.6164 -0.9303
H 8.0279 2.6824 -1.8176
H 8.9857 4.1719 -1.5634
H 7.0791 5.0615 -0.8098
H 7.1380 5.0625 0.9517
H 4.8621 4.5782 0.3373
H 5.6114 3.1429 1.0614
H 6.0591 2.4840 -1.3108
H 3.9679 1.6827 -1.8655
H 3.2207 2.7781 -0.7152
H 3.1808 0.5754 0.1769
H 4.3151 1.4440 1.1806
H 6.5274 0.9376 1.1022
H 6.9421 0.7775 -0.6375
H 6.9608 -0.6313 0.4080
C -0.9588 4.2560 2.4664
O -1.9521 3.2546 2.3247
C -2.7930 3.4325 1.1830
C -2.4906 2.3845 0.1163
N -1.1926 2.6171 -0.5119
C -0.6990 1.4903 -1.3025
C -0.4954 0.1439 -0.5964
O 0.5764 0.1229 0.3398
C 0.2687 0.6744 1.6132
H -0.5166 4.1516 3.4578
H -0.1610 4.1295 1.7277
H -1.3864 5.2581 2.3799
H -2.7307 4.4496 0.7826
H -3.8180 3.2824 1.5282
H -3.2692 2.4166 -0.6516
H -2.5332 1.4024 0.6028
H -0.5064 2.8168 0.2071
H 0.2667 1.7992 -1.7138
H -1.3697 1.3454 -2.1567
H -0.2192 -0.5824 -1.3692
H -1.4165 -0.2411 -0.1430
H -0.7661 0.4875 1.9099
H 0.4835 1.7437 1.6212
H 0.9256 0.2116 2.3527
C -7.9401 -2.1598 2.6978
O -6.8921 -2.4663 1.7912
C -7.3370 -2.7175 0.4597
C -6.9488 -1.5769 -0.4738
N -7.7214 -0.3701 -0.2000
C -7.1924 0.8420 -0.8304
C -5.7640 1.2784 -0.4829
O -5.5994 1.7453 0.8499
C -5.4613 0.7217 1.8205
H -7.5298 -2.1917 3.7074
H -8.3297 -1.1528 2.5255
H -8.7531 -2.8873 2.6293
H -8.4110 -2.9251 0.4204
H -6.8185 -3.6226 0.1275
H -7.1248 -1.8852 -1.5104
H -5.8725 -1.4059 -0.3476
H -7.7486 -0.2127 0.8010
H -7.8650 1.6566 -0.5489
H -7.2754 0.7305 -1.9170
H -5.5294 2.1346 -1.1230
H -5.0154 0.5144 -0.7247
H -4.9240 -0.1494 1.4356
H -6.4413 0.4316 2.2034
H -4.8975 1.1266 2.6639
```

- net charge = +1
- multiplicity = 1
- HOMO-LUMO gap (eV) = 6.264
- E (eV) = -62077.008

***

No. 7
DFT (ωB97M-V/def2-TZVPD) results for a structure of composition C16H20BF16O8Sn.

```
62
Properties=species:S:1:pos:R:3
Sn 12.8486 -13.2365 13.8184
B 11.8602 -13.8339 10.7991
F 11.2373 -14.3463 9.6516
F 11.3530 -14.5728 11.8521
F 13.2424 -13.9933 10.7991
F 11.5936 -12.5282 11.1485
C 7.9344 -12.0647 9.9240
C 8.7331 -12.1753 11.2559
O 8.0112 -11.9089 12.4103
C 8.7342 -11.9854 13.6065
O 9.9566 -12.0228 13.7245
C 7.7832 -11.8757 14.8441
F 6.5345 -11.9769 14.4536
F 8.0805 -12.9190 15.6261
F 8.0287 -10.7766 15.6202
H 7.2267 -12.8668 9.7145
H 8.5968 -12.0022 9.0606
H 7.2704 -11.2004 9.9298
H 9.5764 -11.4852 11.2820
H 9.1502 -13.1818 11.2869
C 12.8943 -14.9259 7.0388
C 13.4534 -13.5873 7.4753
O 13.6555 -12.6989 6.4196
C 14.6937 -12.8683 5.5804
O 15.6820 -13.5598 5.8468
C 14.8093 -11.8810 4.3963
F 16.0694 -11.3998 4.3060
F 14.6690 -12.6527 3.2990
F 13.8891 -10.9231 4.4058
H 13.4292 -15.5133 6.2925
H 11.9160 -14.7862 6.5789
H 12.8014 -15.5328 7.9394
H 14.2550 -13.6738 8.2089
H 12.6997 -13.0661 8.0655
C 17.8458 -16.7255 13.1965
C 18.1275 -15.2272 13.5024
O 17.8341 -14.4808 12.3863
C 16.5902 -14.0886 12.0080
O 15.5043 -14.4453 12.4807
C 16.6684 -13.1793 10.7553
F 17.8604 -12.5558 10.7147
F 16.5434 -13.9462 9.6301
F 15.6080 -12.3350 10.7380
H 18.0397 -17.4404 13.9961
H 18.5107 -17.1156 12.4259
H 16.8510 -16.8799 12.7785
H 19.1565 -15.0248 13.7994
H 17.5439 -14.9218 14.3710
C 8.5895 -17.0033 17.9803
C 8.9663 -16.0580 16.8130
O 8.9555 -16.7976 15.6520
C 9.6601 -16.5570 14.5572
O 10.5088 -15.6770 14.4690
C 9.2016 -17.3637 13.3518
F 8.7347 -16.4535 12.4330
F 10.2467 -18.0376 12.8416
F 8.2165 -18.1842 13.7598
H 9.0917 -17.9704 18.0021
H 7.5055 -17.1172 17.9885
H 8.7558 -16.4215 18.8870
H 9.9691 -15.6449 16.9222
H 8.3075 -15.2027 16.6629
```

- energy relative to the best compared isomer or geometry (same formula, charge and spin) (kJ/mol) = 0.0
- net charge = +1
- multiplicity = 1
- HOMO-LUMO gap (eV) = 4.895
- E (eV) = -83280.404

***

No. 8
DFT (ωB97M-V/def2-TZVPD) results for a cluster of 12 separate species, C18H58O15P in total.

```
92
Properties=species:S:1:pos:R:3
P 10.8100 19.0990 51.1490
O 10.5430 18.1650 50.0180
O 10.5810 18.0810 52.4050
O 9.9630 20.1890 51.1910
O 12.1760 19.5500 51.0940
C 16.1420 17.6530 50.3060
C 14.6520 17.7000 49.9860
O 14.3070 18.9990 49.6820
H 16.4630 18.2640 50.8960
H 16.6490 17.7460 49.4720
H 16.6140 16.6520 50.7550
H 14.0610 17.6060 50.9800
H 14.2420 16.8640 49.5370
H 13.4100 19.3290 50.1720
C 9.0130 24.6830 51.0100
C 9.8400 23.4160 51.2500
O 9.3450 22.6110 52.1230
H 8.6360 25.3580 51.8310
H 8.1110 24.1850 50.6760
H 9.0510 25.1250 49.9920
H 10.8910 23.9570 51.6030
H 9.7710 22.9730 50.2200
H 9.7230 21.6350 51.9180
C 6.1680 18.6830 53.1000
C 7.6210 18.8550 52.7840
O 8.3040 17.9050 53.4300
H 5.5770 17.7930 52.6950
H 5.6110 19.4540 52.6490
H 6.0160 18.8780 54.2920
H 8.0080 19.7460 53.1830
H 7.7090 18.9360 51.6050
H 9.0720 17.8140 52.9450
C 12.2080 13.9930 49.9910
C 11.7160 15.3270 50.4990
O 11.5100 16.0430 49.3830
H 12.5660 13.1990 50.8230
H 13.0890 14.0850 49.2630
H 11.5470 13.5350 49.2760
H 12.3280 15.7850 51.1840
H 10.7630 15.1900 51.0940
H 11.1490 16.9550 49.6440
C 13.5530 23.9310 50.5800
C 13.3590 22.4430 50.8580
O 12.6770 21.7680 49.9400
H 13.9350 24.5970 51.4110
H 12.5260 24.2850 50.1170
H 14.1980 23.6910 49.6480
H 14.3250 22.1130 50.8490
H 13.0070 22.3930 51.9110
H 12.4990 20.9720 50.3280
C 10.8280 14.0850 54.5160
C 10.2920 15.4780 54.0380
O 11.4120 16.1540 53.6040
H 11.5360 14.1940 55.2710
H 11.2770 13.5350 53.7040
H 9.9560 13.5680 54.8650
H 9.9870 16.0930 54.9210
H 9.6890 15.5970 53.1560
H 11.1830 16.9420 52.8950
C 10.8150 21.0640 56.0390
C 10.7590 20.4830 54.5740
O 10.8990 19.1070 54.6920
H 11.7410 21.1670 56.4910
H 9.9610 20.6520 56.7080
H 10.5830 22.1070 55.9590
H 11.4820 20.9980 53.8410
H 9.7780 20.9360 54.0910
H 10.8670 18.7220 53.7960
C 8.0060 16.2830 50.4290
O 8.3670 16.9320 49.1730
H 8.0180 15.0420 50.3980
H 7.0600 16.6620 51.0230
H 8.6860 16.6910 51.0310
H 9.0670 17.4730 49.4880
C 11.6250 19.6350 47.4190
O 10.8310 18.4910 47.6020
H 11.0930 20.4300 47.8670
H 11.5140 20.0140 46.3980
H 12.5770 19.5280 47.6520
H 11.0600 18.3500 48.7260
C 7.9250 20.0240 48.8500
O 8.2140 21.2340 49.6670
H 8.8240 19.3830 48.8110
H 7.3870 20.0220 47.8580
H 7.4660 19.3440 49.4790
H 8.8980 20.8810 50.2910
C 14.0770 19.0010 53.7440
O 14.2330 19.6960 52.4860
H 13.3770 19.5560 54.4790
H 13.4830 18.2430 53.8050
H 15.1010 18.9510 54.1920
H 13.3030 19.6250 52.0390
```

- energy relative to the best compared isomer or geometry (same formula, charge and spin) (kJ/mol) = 184.1
- net charge = -3
- multiplicity = 1
- HOMO-LUMO gap (eV) = 7.298
- E (eV) = -59597.295